{
  "formula": "C30H30BF3N2O3",
  "method": "ωB97M-V/def2-TZVPD",
  "elements": ["C", "O", "C", "C", "C", "C", "C", "C", "C", "C", "C", "C", "C", "C", "N", "C", "C", "C", "C", "H", "H", "H", "H", "H", "H", "H", "H", "H", "H", "H", "H", "H", "H", "H", "H", "C", "C", "C", "C", "O", "C", "N", "C", "B", "F", "F", "F", "C", "C", "C", "C", "C", "C", "C", "O", "H", "H", "H", "H", "H", "H", "H", "H", "H", "H", "H", "H", "H", "H"],
  "xyz": [[-3.1646, 0.4649, 6.0151], [-2.6100, -0.5258, 5.1030], [-2.1652, -0.0579, 3.9017], [-2.4375, 1.2571, 3.4583], [-2.0041, 1.6589, 2.2051], [-1.2428, 0.8151, 1.3907], [-0.9507, 1.2847, -0.0513], [-0.4538, 2.6991, -0.1514], [-0.5510, 3.4636, -1.3834], [-0.9686, 3.1490, -2.6753], [-1.1436, 4.1956, -3.5950], [-0.9601, 5.5379, -3.2185], [-0.5856, 5.8733, -1.9065], [-0.3644, 4.8264, -1.0331], [-0.1556, 4.8813, 0.3458], [-0.1707, 6.0854, 1.1417], [-0.1445, 3.6072, 0.8585], [-0.8927, -0.4497, 1.8737], [-1.4231, -0.9275, 3.0643], [-3.3546, -0.0848, 6.9381], [-2.4424, 1.2779, 6.1967], [-4.1063, 0.8801, 5.6202], [-3.0012, 1.9519, 4.0900], [-2.2720, 2.6606, 1.8615], [-1.9610, 1.3799, -0.4849], [-1.1460, 2.1140, -2.9532], [-1.4260, 3.9672, -4.6261], [-1.1085, 6.3332, -3.9509], [-0.4646, 6.8988, -1.5628], [0.0350, 6.9342, 0.4874], [-1.1457, 6.2409, 1.6311], [0.5940, 6.0130, 1.9206], [0.0456, 3.4066, 1.9102], [-0.2190, -1.0745, 1.2961], [-1.2741, -1.9569, 3.3808], [4.1014, -4.3779, 0.2544], [3.1099, -4.6243, -0.8561], [3.7910, -4.5911, -2.2085], [2.3722, -5.9296, -0.6378], [1.9992, -3.6248, -0.8539], [2.2359, -2.3182, -0.6562], [1.0853, -1.5068, -0.8988], [1.1533, -0.1321, -0.6776], [2.4976, 0.5756, -1.5184], [1.9754, 1.8143, -1.9410], [3.5928, 0.7371, -0.7189], [2.6458, -0.2937, -2.6123], [-0.2915, 0.3569, -0.9569], [-1.0951, -0.8909, -1.1599], [-0.2349, -1.9764, -1.1342], [-0.7144, -3.2725, -1.1913], [-2.0888, -3.4683, -1.3496], [-2.9589, -2.3738, -1.4010], [-2.4667, -1.0682, -1.2783], [3.2890, -1.8358, -0.2850], [3.5938, -4.3908, 1.2270], [4.8644, -5.1700, 0.2543], [4.5927, -3.4090, 0.1246], [3.0644, -4.7999, -3.0032], [4.2604, -3.6150, -2.3847], [4.5710, -5.3617, -2.2536], [1.6534, -6.0996, -1.4481], [3.0698, -6.7725, -0.6099], [1.8270, -5.8956, 0.3137], [-0.1980, 0.8350, -1.9348], [-0.0236, -4.0936, -1.0956], [-2.4813, -4.4780, -1.4124], [-4.0310, -2.5336, -1.5144], [-3.1262, -0.1955, -1.2798]],
  "atomic_forces_ev_per_a": [[0.27, -0.60, -0.55], [-0.15, 0.64, 0.37], [0.03, 0.44, -0.74], [0.09, -0.60, 0.46], [-0.08, -0.15, -0.09], [0.29, 0.26, -0.36], [-1.15, 1.97, 1.81], [0.50, 1.11, 0.51], [-0.40, 0.32, 0.86], [0.09, 0.72, -0.48], [0.06, -0.45, 0.22], [0.27, 0.17, 0.58], [-0.08, -0.05, -0.91], [-0.44, -0.55, 1.07], [0.58, 0.05, -0.46], [0.05, -0.05, 0.12], [-0.60, -1.00, -1.28], [-0.42, 0.35, -0.09], [-0.29, 0.55, 0.85], [0.01, 0.14, -0.15], [-0.22, -0.30, -0.07], [0.31, -0.17, 0.15], [0.26, -0.32, -0.38], [0.05, -0.41, 0.01], [0.05, -0.04, 0.05], [-0.07, 0.24, -0.22], [0.05, 0.07, 0.38], [0.01, -0.27, 0.20], [-0.10, -0.13, -0.34], [0.08, -0.04, 0.28], [0.20, -0.04, -0.21], [-0.05, 0.17, -0.15], [-0.15, 0.23, -0.29], [-0.27, -0.11, 0.08], [0.17, 0.23, 0.05], [0.40, 0.21, 0.51], [0.15, -0.11, 0.06], [-0.09, 0.22, -0.38], [-0.39, -0.11, 0.02], [0.06, 0.90, -0.16], [2.84, -0.32, 0.42], [-0.44, 2.06, 1.74], [-1.44, -2.84, -3.01], [0.46, 1.30, 0.46], [0.16, -0.60, 0.02], [0.11, 0.07, -0.32], [0.03, 0.33, 0.41], [1.40, -2.18, -0.37], [0.18, -0.20, -0.04], [-0.66, -0.29, 0.24], [-0.21, -0.42, -0.12], [0.19, 0.48, 0.05], [0.07, 0.24, 0.06], [0.06, -0.20, -0.16], [-2.27, -0.54, -0.72], [0.14, 0.04, -0.12], [-0.32, 0.11, -0.06], [-0.01, -0.49, 0.16], [0.17, 0.12, 0.09], [-0.12, -0.20, 0.00], [-0.18, 0.17, 0.10], [0.11, -0.03, 0.14], [-0.05, 0.20, -0.03], [0.12, -0.06, -0.18], [0.45, 0.14, 0.00], [-0.28, -0.11, -0.11], [0.06, 0.13, 0.01], [0.28, 0.01, 0.03], [0.11, -0.43, -0.01]],
  "e_above_lowest_ev": 0.0000,
  "homo_energy_ev": -7.6,
  "lumo_energy_ev": -1.15,
  "charge": 0,
  "total_energy_ha": -1820.99927
}

---

{
  "formula": "C30H30BInN12",
  "method": "ωB97M-V/def2-TZVPD",
  "elements": ["In", "C", "N", "C", "C", "C", "C", "C", "C", "N", "C", "C", "C", "C", "C", "C", "N", "C", "C", "C", "C", "C", "N", "H", "H", "H", "H", "H", "H", "H", "H", "H", "H", "H", "H", "H", "H", "H", "H", "H", "H", "C", "C", "N", "N", "C", "B", "N", "C", "C", "C", "N", "N", "C", "C", "C", "N", "N", "C", "C", "C", "N", "H", "H", "H", "H", "H", "H", "H", "H", "H", "H", "H", "H"],
  "xyz": [[-0.4128, -0.3365, -0.2315], [-3.2102, -0.7498, -1.5317], [-2.1484, -1.7032, -1.1724], [-2.6719, -2.6916, -0.1902], [-1.5347, -3.2875, 0.5982], [-1.5855, -4.5671, 1.0607], [-0.3832, -5.0136, 1.7304], [0.7077, -4.1702, 1.8445], [0.6114, -2.8470, 1.4304], [-0.4854, -2.4630, 0.7447], [-1.6316, -2.4916, -2.3274], [-0.6143, -1.6400, -3.0902], [-0.4295, -1.9043, -4.4773], [0.4946, -1.1353, -5.1611], [1.0566, -0.0309, -4.5266], [0.8530, 0.1406, -3.1755], [0.0172, -0.6503, -2.4789], [-3.4686, 0.2282, -0.3853], [-4.7095, 0.7960, -0.1511], [-4.8877, 1.6704, 0.9068], [-3.7841, 1.9790, 1.6304], [-2.5302, 1.4510, 1.3281], [-2.4018, 0.6009, 0.3242], [-4.1017, -1.3396, -1.6941], [-2.9462, -0.2035, -2.4255], [-3.1508, -3.5359, -0.6722], [-3.4293, -2.2027, 0.4390], [-2.4640, -5.2375, 0.9375], [-0.2500, -6.0676, 2.0018], [1.6518, -4.5699, 2.2592], [1.4113, -2.1150, 1.5082], [-2.4325, -2.8908, -2.9502], [-1.0487, -3.2501, -1.8205], [-0.9116, -2.7064, -4.9800], [0.6947, -1.4110, -6.1777], [1.7619, 0.6090, -5.0776], [1.3528, 0.9068, -2.6199], [-5.4901, 0.5786, -0.8443], [-5.8924, 2.0840, 1.0913], [-3.9453, 2.6501, 2.4779], [-1.6251, 1.7704, 1.8670], [3.9331, -1.1386, -0.4349], [2.6031, -1.1884, -0.8567], [1.9052, -0.1389, -0.4480], [2.7321, 0.6131, 0.3331], [3.9560, 0.0215, 0.3349], [1.9239, 1.6777, 1.1058], [1.0772, 2.4340, 0.0283], [1.3664, 3.5286, -0.7207], [0.3592, 3.6917, -1.6545], [-0.4976, 2.6339, -1.4827], [-0.0376, 1.8747, -0.4735], [1.0955, 0.9205, 2.2421], [1.2326, 0.9808, 3.5890], [0.3478, 0.0910, 4.1513], [-0.3044, -0.4599, 3.0392], [0.1423, 0.0431, 1.9005], [2.9118, 2.7341, 1.6838], [2.4747, 3.8818, 2.3975], [3.5004, 4.7415, 2.4737], [4.5557, 3.9418, 1.9922], [4.1908, 2.6954, 1.4730], [4.7623, -1.7851, -0.7294], [2.0857, -1.8935, -1.4437], [4.7954, 0.5454, 0.7797], [2.2132, 4.1145, -0.4504], [0.3546, 4.4191, -2.4232], [-1.3938, 2.4136, -2.0536], [2.0306, 1.5832, 4.0387], [0.2080, -0.1937, 5.1691], [-1.0294, -1.2329, 3.0745], [1.3961, 4.0866, 2.5112], [3.6063, 5.6630, 3.0220], [5.4666, 4.4473, 1.8128]],
  "atomic_forces_ev_per_a": [[-0.10, -0.40, -0.18], [-0.25, -0.28, 0.85], [-0.48, -0.50, -0.12], [0.07, 0.38, 0.13], [-0.33, 1.16, -0.50], [1.61, -1.48, 1.57], [-1.19, -0.29, -1.36], [0.80, -0.07, 0.72], [-0.72, -0.88, -1.04], [0.96, 0.28, 0.69], [1.09, 1.74, 1.02], [-1.23, -0.78, -2.26], [0.92, 0.85, 1.70], [-0.79, -0.03, 0.33], [1.11, -0.01, -0.33], [-0.33, -0.15, -0.60], [-0.26, -0.07, 0.45], [-0.12, 0.28, -0.43], [0.32, -0.41, -0.48], [-1.16, -0.45, -1.16], [0.75, 0.99, 1.89], [-0.56, 0.95, 0.43], [0.33, -0.92, -0.13], [-0.55, 0.19, -0.43], [0.12, 0.07, -0.39], [-0.45, 0.05, -0.44], [0.34, -0.13, 0.06], [0.80, 0.68, 0.04], [-0.33, 0.49, 0.10], [-0.69, 0.44, -0.15], [-0.05, -0.29, 0.10], [0.17, -0.06, -0.05], [-0.05, -0.79, -0.37], [-0.47, -0.60, -0.09], [0.24, 0.29, -0.42], [-0.45, -0.24, 0.43], [0.12, 0.31, 0.13], [-0.64, -0.27, -0.15], [0.74, -0.12, 0.09], [0.55, -0.16, -0.21], [-0.57, -0.30, -0.30], [-0.23, 0.60, 0.19], [0.47, 0.38, 0.08], [-0.03, -0.62, 0.82], [-0.10, -0.75, -0.49], [0.54, 0.38, -0.02], [0.42, -0.81, -0.36], [-0.32, -0.04, -0.18], [-0.53, -0.34, 0.64], [1.23, 0.46, -0.05], [0.35, -0.50, 0.77], [-1.00, -0.31, -0.08], [1.06, 1.98, -0.86], [0.72, 0.15, 0.00], [-0.08, -0.06, -0.93], [0.13, 0.03, 0.89], [0.12, 0.09, 0.51], [-0.26, -1.39, 0.33], [-1.93, 0.82, -1.11], [0.77, -1.34, 1.22], [0.64, 1.75, -0.49], [-1.63, 1.59, 0.82], [-0.42, 0.31, 0.35], [-0.16, -0.85, -0.71], [-0.22, -0.43, 0.02], [0.39, 0.47, -0.25], [-0.21, 0.65, -0.38], [0.16, -0.21, 0.29], [-0.56, -0.26, -0.16], [-0.01, 0.09, 0.40], [-0.61, -0.40, -0.19], [0.70, -0.54, 0.26], [-0.14, 0.20, -0.33], [1.51, -0.59, -0.15]],
  "multiplicity": 2,
  "homo_energy_ev": [-17.3, -17.3],
  "lumo_energy_ev": [-8.07, -12.02],
  "charge": 3,
  "total_energy_ha": -2032.44837
}

---

{
  "formula": "C30H30Cl3N3O5PPt",
  "method": "ωB97M-V/def2-TZVPD",
  "elements": ["Pt", "N", "C", "C", "C", "C", "C", "C", "C", "C", "C", "C", "C", "C", "N", "C", "C", "C", "C", "N", "H", "H", "H", "H", "H", "H", "H", "H", "H", "H", "Cl", "C", "C", "C", "Cl", "C", "O", "C", "Cl", "C", "H", "H", "C", "C", "C", "C", "O", "P", "O", "O", "O", "C", "C", "C", "C", "H", "H", "H", "H", "H", "H", "H", "H", "H", "H", "H", "H", "H", "H", "H", "H", "H", "H"],
  "xyz": [[-0.7501, -0.5738, -2.0828], [6.6314, 6.5718, -1.8822], [5.8124, 5.7614, -1.8898], [4.8143, 4.7796, -1.9205], [3.7010, 4.8594, -1.0701], [2.7222, 3.8987, -1.1218], [2.7964, 2.8172, -2.0194], [3.9305, 2.7418, -2.8496], [4.9146, 3.6972, -2.8080], [1.7454, 1.8230, -2.0933], [2.1024, 0.4482, -2.1330], [3.3791, -0.1180, -1.9347], [3.2269, -1.5018, -1.9460], [1.8808, -1.7516, -2.1487], [1.2095, -0.5853, -2.2804], [0.3876, 2.2504, -2.0938], [-0.0945, 3.5730, -2.1459], [-1.4810, 3.5108, -2.1525], [-1.8153, 2.1673, -2.1220], [-0.6964, 1.4086, -2.1094], [3.6274, 5.6839, -0.3733], [1.8938, 3.9441, -0.4322], [4.0033, 1.9345, -3.5624], [5.7692, 3.6322, -3.4680], [4.2918, 0.4194, -1.7660], [3.9979, -2.2362, -1.8055], [1.3742, -2.6965, -2.2107], [0.5064, 4.4570, -2.2084], [-2.1706, 4.3326, -2.1715], [-2.8058, 1.7505, -2.1208], [-6.1527, -5.2342, -1.9792], [-4.6034, -4.4751, -1.9756], [-4.5218, -3.0931, -1.9599], [-3.2724, -2.5125, -1.9933], [-3.1034, -0.8063, -1.8987], [-2.0623, -3.2360, -2.0748], [-0.9108, -2.6856, -2.2037], [-2.2244, -4.6435, -2.0228], [-0.8038, -5.6121, -2.0070], [-3.4576, -5.2561, -1.9785], [-5.4076, -2.4794, -1.9121], [-3.5280, -6.3319, -1.9368], [-0.8941, 1.5079, 3.9742], [-2.1596, 1.1698, 3.1812], [-2.9838, 0.1245, 3.9254], [-2.9844, 2.4402, 2.9462], [-1.7758, 0.7217, 1.8948], [-1.4452, -0.7846, 1.4332], [-2.6434, -1.6452, 1.3479], [-0.5949, -0.5591, 0.2012], [-0.3949, -1.2620, 2.6014], [0.5444, -2.3015, 2.3698], [1.7326, -1.7820, 1.5589], [1.0281, -2.7428, 3.7582], [-0.1129, -3.4543, 1.6213], [-1.1453, 1.9510, 4.9358], [-0.2896, 2.2060, 3.4008], [-0.3211, 0.5994, 4.1306], [-3.2980, 0.5127, 4.8931], [-2.3809, -0.7675, 4.0670], [-3.8555, -0.1464, 3.3365], [-3.2944, 2.8755, 3.8931], [-3.8630, 2.2027, 2.3526], [-2.3845, 3.1611, 2.3975], [2.1869, -0.9283, 2.0538], [1.3838, -1.4690, 0.5812], [2.4802, -2.5611, 1.4338], [1.5165, -1.9089, 4.2570], [1.7393, -3.5582, 3.6582], [0.1904, -3.0680, 4.3689], [-0.3620, -3.1165, 0.6198], [-1.0356, -3.7474, 2.1137], [0.5618, -4.3036, 1.5562]],
  "atomic_forces_ev_per_a": [[0.14, -0.72, 1.05], [-0.02, -0.04, 0.03], [0.90, 0.93, -0.01], [-1.01, -1.03, -0.03], [0.42, 0.17, -0.20], [-0.06, -0.29, -0.02], [0.32, 0.31, 0.01], [-0.30, -0.06, 0.02], [0.16, 0.38, 0.20], [-0.29, -0.40, 0.02], [0.50, 0.44, 0.15], [-0.41, 0.25, -0.04], [-0.42, -0.22, -0.12], [0.65, -0.82, 0.00], [-0.23, 0.08, 0.01], [0.28, 0.40, -0.11], [0.26, -0.37, -0.01], [-0.35, -0.37, 0.01], [-0.52, 0.57, -0.12], [0.16, -0.18, 0.13], [0.00, -0.01, 0.04], [-0.09, 0.02, 0.01], [-0.01, -0.07, -0.02], [0.02, 0.01, -0.02], [0.08, 0.14, 0.02], [0.06, -0.16, -0.03], [-0.15, -0.06, 0.03], [0.12, 0.15, 0.00], [-0.15, 0.12, -0.02], [-0.05, -0.14, 0.03], [-0.39, -0.19, 0.04], [0.26, 0.28, 0.03], [0.04, -0.03, 0.02], [0.48, -1.15, 0.00], [-0.53, 0.94, -0.02], [-1.15, -0.28, 0.07], [1.10, 1.06, 0.11], [-0.01, 0.32, -0.01], [0.32, -0.17, -0.04], [-0.10, 0.25, 0.01], [-0.10, 0.00, 0.01], [0.02, -0.05, -0.04], [-0.17, -0.12, -0.22], [-0.26, 0.45, 0.81], [0.07, 0.10, -0.22], [0.24, -0.36, -0.06], [0.21, -0.42, -0.38], [-0.02, 0.24, 0.43], [0.10, 0.06, 0.03], [0.32, -0.03, -1.38], [-0.91, 0.79, -0.44], [0.83, -0.78, 0.08], [-0.28, 0.06, 0.04], [-0.26, 0.21, -0.37], [-0.04, 0.13, 0.13], [-0.05, 0.05, 0.10], [0.10, 0.11, -0.03], [0.12, -0.05, 0.07], [0.00, 0.03, 0.07], [-0.03, -0.16, 0.15], [-0.13, -0.07, -0.01], [-0.04, 0.05, 0.11], [-0.14, -0.02, -0.05], [0.05, 0.13, -0.07], [0.09, 0.14, 0.10], [0.14, 0.05, -0.08], [0.10, -0.14, 0.03], [0.06, 0.10, 0.08], [0.09, -0.10, 0.01], [-0.13, -0.09, 0.07], [-0.04, -0.16, -0.23], [-0.10, -0.11, 0.08], [0.11, -0.10, -0.03]],
  "e_above_lowest_ev": 1.3874,
  "multiplicity": 3,
  "homo_energy_ev": [-3.4, -5.2],
  "lumo_energy_ev": [2.24, 0.31],
  "charge": -1,
  "total_energy_ha": -3543.08977
}